(1)
{
  "formula": "C4H11NO",
  "method": "ωB97M-V/def2-TZVPD",
  "charge": 0,
  "homo_lumo_gap_ev": 10.23,
  "elements": ["O", "N", "C", "C", "C", "C", "H", "H", "H", "H", "H", "H", "H", "H", "H", "H", "H"],
  "coordinates": [[1.062, -2.043, -1.797], [0.996, 0.533, -0.241], [-1.288, 0.054, -0.047], [-0.631, -0.019, 1.355], [-0.274, 0.752, -0.931], [0.722, 0.690, 1.182], [-0.561, -1.038, 1.702], [-0.223, 0.355, -1.951], [-0.579, 1.799, -1.107], [0.635, 1.743, 1.467], [1.716, 1.140, -0.609], [-1.502, -0.958, -0.415], [-1.193, 0.579, 2.083], [0.985, -1.357, -1.112], [1.458, 0.180, 1.794], [0.965, -2.889, -1.351], [-2.288, 0.479, -0.023]],
  "lowdin_charge": [-0.08, -0.09, -0.18, -0.17, -0.24, -0.22, 0.10, 0.11, 0.11, 0.11, 0.12, 0.10, 0.10, -0.01, 0.11, 0.03, 0.10]
}


(2)
{
  "formula": "C5H11N",
  "method": "ωB97M-V/def2-TZVPD",
  "charge": 0,
  "homo_lumo_gap_ev": 7.73,
  "elements": ["N", "C", "C", "C", "C", "C", "H", "H", "H", "H", "H", "H", "H", "H", "H", "H", "H"],
  "coordinates": [[0.548, -1.203, -0.398], [-0.151, 0.995, 0.569], [-0.413, -0.080, -0.486], [0.256, -2.212, 0.429], [1.680, -1.129, -1.101], [-1.178, 2.128, 0.521], [0.853, 1.410, 0.422], [-0.774, -2.493, 0.599], [2.259, -2.038, -1.189], [-2.197, 1.762, 0.693], [-1.170, 2.647, -0.445], [-0.347, 0.334, -1.497], [1.076, -2.848, 0.734], [-0.160, 0.518, 1.556], [2.095, -0.162, -1.349], [-0.962, 2.873, 1.294], [-1.414, -0.504, -0.352]],
  "lowdin_charge": [-0.31, -0.24, -0.17, -0.03, -0.03, -0.12, 0.11, 0.05, 0.06, 0.07, 0.07, 0.12, 0.06, 0.11, 0.05, 0.07, 0.12]
}


(3)
{
  "formula": "C47H52BBr2ClCsN11O6S",
  "method": "ωB97M-V/def2-TZVPD",
  "charge": -2,
  "homo_lumo_gap_ev": 5.68,
  "elements": ["Cs", "Br", "Br", "Cl", "S", "O", "O", "O", "O", "O", "O", "N", "N", "N", "N", "N", "N", "N", "N", "N", "N", "N", "C", "C", "C", "C", "C", "C", "C", "C", "C", "C", "C", "C", "C", "C", "C", "C", "C", "C", "C", "C", "C", "C", "C", "C", "C", "C", "C", "C", "C", "C", "C", "C", "C", "C", "C", "C", "C", "C", "C", "C", "C", "C", "C", "C", "C", "C", "C", "B", "H", "H", "H", "H", "H", "H", "H", "H", "H", "H", "H", "H", "H", "H", "H", "H", "H", "H", "H", "H", "H", "H", "H", "H", "H", "H", "H", "H", "H", "H", "H", "H", "H", "H", "H", "H", "H", "H", "H", "H", "H", "H", "H", "H", "H", "H", "H", "H", "H", "H", "H", "H"],
  "coordinates": [[-0.313, -1.752, -0.489], [-4.985, -1.671, 6.111], [0.806, -6.900, 5.270], [5.771, 4.455, -1.456], [-2.791, -3.895, -1.833], [-2.940, 0.542, -2.945], [-2.739, 6.248, -2.895], [-1.542, -4.213, -2.520], [-3.991, -4.131, -2.635], [1.161, -2.746, -2.493], [-1.220, -0.919, -2.699], [-2.051, -1.756, 2.522], [-0.518, -3.905, 1.989], [3.023, -1.945, 1.095], [-1.462, 1.654, 0.327], [-1.298, 3.869, 0.708], [1.313, 0.387, 2.557], [-2.791, -2.571, -1.031], [-1.993, 3.628, -0.433], [2.536, 0.286, 3.126], [4.013, -1.284, 1.721], [2.175, -0.251, -1.808], [-0.366, 5.528, -4.422], [4.209, -0.668, -2.980], [-2.147, 2.293, -0.608], [0.271, -5.675, 3.917], [2.707, 0.881, -1.336], [-1.673, 5.508, -2.239], [-2.872, -5.113, -0.522], [0.151, 6.427, -0.405], [4.914, -3.185, 1.031], [4.151, 5.029, -1.151], [-0.618, -4.664, 4.234], [3.982, 1.310, -1.663], [2.300, -2.287, -3.164], [2.446, 0.333, 4.473], [-3.005, -7.084, 1.465], [4.747, 0.514, -2.503], [-2.012, -2.716, 3.435], [-3.013, -8.131, 2.554], [1.555, 5.941, -0.689], [-0.957, 4.625, -3.323], [-2.594, -6.441, -0.834], [-3.377, -1.414, -1.687], [2.089, 4.888, 0.049], [-1.002, -3.803, 3.215], [-0.803, 6.631, -1.595], [-3.776, -1.688, 4.641], [3.552, -3.091, 0.674], [-3.237, -4.774, 0.769], [1.113, 0.454, 4.814], [2.363, 6.540, -1.652], [-2.553, 4.720, -1.217], [-1.973, 3.689, -4.001], [0.453, 0.483, 3.567], [3.654, 6.090, -1.892], [-2.923, -0.761, 2.657], [-0.976, 2.660, 1.103], [2.909, -1.008, -2.613], [0.775, -5.808, 2.645], [-3.310, -5.759, 1.751], [0.348, -4.870, 1.714], [0.206, 3.778, -2.778], [-2.408, -0.532, -2.526], [3.380, 4.424, -0.175], [-3.818, -0.669, 3.717], [5.156, -2.002, 1.707], [-2.880, -2.734, 4.520], [-2.656, -7.414, 0.153], [3.847, 0.168, 2.292], [4.273, 6.552, -2.651], [4.788, 0.349, 3.049], [0.361, 6.251, -4.037], [-0.351, 2.481, 1.973], [-0.978, -4.543, 5.246], [1.980, 7.370, -2.240], [5.608, -3.988, 0.832], [5.757, 0.806, -2.765], [-3.311, -9.107, 2.165], [3.771, 3.590, 0.400], [6.057, -1.627, 2.172], [-3.699, -7.857, 3.358], [-4.511, 0.155, 3.806], [-1.550, 7.350, -1.260], [3.823, 0.985, 1.389], [-3.381, 4.308, -1.785], [-2.906, 0.001, 1.878], [2.941, -3.799, 0.127], [-2.334, 6.790, -3.577], [-1.567, 3.357, -4.961], [1.475, -6.586, 2.383], [2.107, -2.130, -4.232], [0.495, 3.052, -3.544], [-2.960, 5.453, -0.523], [-3.812, -0.734, -0.942], [1.473, 4.399, 0.798], [2.085, 1.448, -0.646], [-1.140, 6.060, -4.989], [-4.174, -1.680, -2.390], [-2.310, -6.688, -1.853], [-3.589, -5.486, 2.769], [-0.057, 3.205, -1.889], [-2.167, 2.776, -3.440], [3.330, 0.270, 5.091], [-2.429, -8.449, -0.095], [0.162, 4.890, -5.135], [1.080, 4.388, -2.549], [0.714, -4.909, 0.688], [-0.609, 0.556, 3.363], [-0.262, 7.127, -2.407], [4.782, -1.333, -3.620], [-2.017, -8.241, 2.996], [0.244, 7.403, 0.082], [-2.918, 4.201, -4.197], [-2.650, 1.829, -1.470], [-0.303, 5.765, 0.322], [-2.878, -3.545, 5.234], [0.405, -2.158, -2.681], [4.379, 2.230, -1.250], [0.686, 0.516, 5.803], [3.052, -3.073, -3.088], [-3.454, -3.732, 0.984]],
  "lowdin_charge": [1.27, 0.71, 0.71, 0.66, 0.49, -0.11, -0.05, -0.37, -0.36, -0.26, -0.30, 0.14, 0.11, 0.06, 0.10, 0.09, 0.07, -0.44, -0.11, -0.10, -0.10, 0.10, -0.05, -0.04, -0.11, -0.67, -0.12, -0.39, -0.26, -0.13, -0.11, -0.66, -0.06, -0.08, -0.21, -0.13, -0.29, -0.07, -0.21, -0.06, -0.24, -0.49, -0.06, -0.25, -0.02, -0.22, -0.10, -0.67, -0.20, -0.07, -0.10, -0.06, -0.04, -0.03, -0.21, -0.11, -0.11, -0.22, -0.26, -0.09, -0.06, -0.10, 0.00, -0.70, -0.10, -0.10, -0.14, -0.07, -0.06, -0.43, 0.10, 0.06, 0.07, 0.09, 0.10, 0.11, 0.07, 0.10, 0.07, 0.11, 0.10, 0.07, 0.10, 0.11, 0.05, 0.13, 0.10, 0.08, 0.08, 0.09, 0.10, 0.13, 0.10, 0.13, 0.10, 0.11, 0.11, 0.08, 0.10, 0.11, 0.11, 0.08, 0.06, 0.10, 0.10, 0.09, 0.07, 0.12, 0.07, 0.09, 0.11, 0.07, 0.12, 0.09, 0.11, 0.07, 0.10, -0.04, 0.03, 0.07, 0.12, 0.10]
}


The total energy results, record by record, are as follows: -7863.8189 -6851.0500 -242929.5514 eV.